No. 1
The following is a DFT calculation (ωB97M-V/def2-TZVPD) of the molecule C6H11N.

Last column: Löwdin charge in e.
Atoms and positions in Å:
N (-0.37, 2.18, 0.61)  0.1536
C (0.98, -0.02, 0.65)  -0.3704
C (-2.07, 0.56, -0.57)  -0.1271
C (2.44, 0.07, 0.24)  -0.0702
C (0.13, -0.86, -0.32)  -0.1876
C (-1.39, -0.76, -0.09)  -0.2357
C (0.38, 1.32, 0.74)  -0.1686
H (-1.74, 1.58, -0.14)  0.0261
H (0.47, -1.90, -0.23)  0.1178
H (2.89, -0.93, 0.21)  0.0815
H (2.55, 0.52, -0.75)  0.0885
H (-1.85, -1.62, -0.62)  0.1039
H (0.36, -0.56, -1.35)  0.1209
H (0.90, -0.45, 1.65)  0.1467
H (-1.96, 0.62, -1.66)  0.0719
H (3.01, 0.67, 0.95)  0.0823
H (-3.12, 0.55, -0.30)  0.0601
H (-1.60, -0.97, 0.97)  0.1062

Output
Relative energy (zero: lowest compared OMol25 entry of this formula, charge and spin): 100.6 kJ/mol
Electronic energy: -7889.4889 eV
Lowest unoccupied orbital energy: 0.95 eV
Orbital gap: 10.9358 eV

No. 2
The following is a DFT calculation (ωB97M-V/def2-TZVPD) of C4H6N4 as an isolated structure.

Last column: Löwdin charge in e.
Atoms and positions in Å:
N (1.45, -1.18, 0.12)  0.0067
N (0.12, 1.82, -0.07)  0.1152
N (-1.05, 1.25, 0.16)  -0.0316
N (-2.44, -0.64, 0.04)  0.0330
C (-1.16, -0.10, 0.17)  -0.2914
C (0.22, -0.44, -0.09)  -0.2212
C (2.16, 0.21, 0.15)  -0.0966
C (0.79, 0.74, -0.03)  -0.4259
H (-2.87, -1.11, 0.95)  0.1348
H (-2.61, -1.30, -0.79)  0.1152
H (2.34, 0.16, 1.37)  0.1686
H (3.06, 0.26, -0.44)  0.0914
H (-1.82, 1.70, -0.44)  0.1963
H (1.80, -1.37, -1.10)  0.2055

Output
Relative energy (zero: lowest compared OMol25 entry of this formula, charge and spin): 595.6 kJ/mol
Electronic energy: -10199.7669 eV
Lowest unoccupied orbital energy: 0.71 eV
Orbital gap: 9.3514 eV

No. 3
The following is a DFT calculation (ωB97M-V/def2-TZVPD) of a 2-piece molecular cluster, C7H11N3OS overall.

Last column: Löwdin charge in e.
Atoms and positions in Å:
S (-0.87, -0.16, -0.81)  0.9136
O (-1.99, -0.45, 0.05)  -0.5247
N (0.45, -1.01, -0.15)  -0.3606
N (2.87, -3.69, 0.05)  0.0566
N (1.32, -0.47, 0.73)  0.0201
C (-0.91, 4.00, 0.30)  -0.1371
C (2.01, -2.56, 0.11)  -0.3103
C (0.82, -2.29, -0.52)  -0.2635
C (-1.79, 4.46, -0.88)  -0.0464
C (-0.01, -3.19, -1.37)  -0.0150
C (-0.83, 5.22, -0.59)  -0.0813
C (2.28, -1.41, 0.91)  -0.0904
H (-2.68, 4.18, -1.35)  0.0748
H (3.44, -3.47, -0.81)  0.1098
H (-0.91, -3.38, -0.81)  0.0873
H (-0.37, 1.21, -0.48)  0.0336
H (3.25, -1.21, 1.50)  0.1371
H (-1.15, 3.99, 1.38)  0.0877
H (-0.46, 6.20, -0.72)  0.0808
H (-0.17, 3.29, 0.01)  0.0198
H (3.44, -3.88, 0.89)  0.0833
H (-0.16, -2.69, -2.33)  0.0849
H (0.42, -4.07, -1.64)  0.0397

Output
Relative energy (zero: lowest compared OMol25 entry of this formula, charge and spin): 625.8 kJ/mol
Electronic energy: -24784.6106 eV
Lowest unoccupied orbital energy: 0.67 eV
Orbital gap: 9.5315 eV

No. 4
The following is a DFT calculation (ωB97M-V/def2-TZVPD) of a 4-piece molecular cluster, H8O4 overall.

Last column: Löwdin charge in e.
Atoms and positions in Å:
O (30.87, -16.20, -8.90)  -0.1374
O (28.18, -12.67, -8.27)  -0.1119
O (29.54, -15.42, -4.69)  0.0137
O (28.63, -15.26, -7.41)  -0.0977
H (29.31, -15.68, -8.09)  0.0794
H (28.51, -13.54, -7.87)  0.0061
H (29.34, -16.35, -4.54)  0.0736
H (27.34, -12.71, -8.72)  0.0133
H (30.70, -17.11, -9.35)  0.1062
H (28.79, -15.11, -6.52)  -0.0419
H (30.42, -15.47, -4.77)  -0.0259
H (31.22, -16.50, -7.94)  0.1227

Output
Relative energy (zero: lowest compared OMol25 entry of this formula, charge and spin): 175.5 kJ/mol
Electronic energy: -8318.8574 eV
Lowest unoccupied orbital energy: -0.05 eV
Orbital gap: 10.0176 eV

No. 5
The following is a DFT calculation (ωB97M-V/def2-TZVPD) of the molecule C5H8N2.

Last column: Löwdin charge in e.
Atoms and positions in Å:
N (2.66, -0.62, 0.26)  0.0822
N (1.06, 1.07, -0.31)  0.0584
C (1.32, -0.21, 0.08)  -0.3902
C (-0.92, 0.11, -0.01)  -0.3078
C (0.11, -0.85, 0.26)  -0.0173
C (-2.40, -0.12, 0.08)  -0.0677
C (-0.30, 1.28, -0.36)  -0.0981
H (-0.71, 2.23, -0.67)  0.1114
H (-0.03, -1.88, 0.54)  0.1037
H (3.13, -0.76, -0.63)  0.0807
H (-2.73, -0.93, -0.58)  0.0734
H (-2.96, 0.78, -0.19)  0.0716
H (2.70, -1.50, 0.77)  0.0782
H (1.77, 1.79, -0.35)  0.1472
H (-2.69, -0.40, 1.10)  0.0744

Output
Relative energy (zero: lowest compared OMol25 entry of this formula, charge and spin): 8.4 kJ/mol
Electronic energy: -8294.9089 eV
Lowest unoccupied orbital energy: 1.04 eV
Orbital gap: 8.6094 eV

No. 6
The following is a DFT calculation (ωB97M-V/def2-TZVPD) of an isolated ion of composition C7H10N3S and charge +1.

Last column: Löwdin charge in e.
Atoms and positions in Å:
S (-1.55, 0.17, -1.47)  1.1078
N (1.94, -0.63, -0.64)  0.0735
N (1.80, 1.74, -0.24)  0.0820
N (2.91, -1.50, -0.55)  -0.0307
C (3.81, 0.42, -0.09)  0.0043
C (-3.41, -1.35, -0.10)  -0.1460
C (-2.23, -0.48, 0.21)  -0.3826
C (0.53, 2.08, -0.74)  -0.0860
C (4.09, -0.93, -0.25)  -0.0455
C (-0.40, 1.19, -1.04)  -0.3752
C (2.45, 0.53, -0.32)  -0.3797
H (-2.37, 0.26, 0.96)  0.0750
H (0.17, 3.15, -0.64)  0.1754
H (-4.29, -0.62, -0.11)  0.1243
H (4.32, 1.30, 0.08)  0.0851
H (-3.51, -2.02, 0.65)  0.0418
H (4.93, -1.58, -0.04)  0.1258
H (-3.33, -1.93, -0.99)  0.0703
H (2.55, 2.44, -0.19)  0.1635
H (2.64, -2.51, -0.75)  0.2024
H (-1.19, -0.99, 0.47)  0.1145

Output
Relative energy (zero: lowest compared OMol25 entry of this formula, charge and spin): 244.4 kJ/mol
Electronic energy: -22716.7099 eV
Lowest unoccupied orbital energy: -5.00 eV
Orbital gap: 7.1593 eV
Total charge: +1

No. 7
The following is a DFT calculation (ωB97M-V/def2-TZVPD) of the molecule C7H14.

Last column: Löwdin charge in e.
Atoms and positions in Å:
C (0.83, -0.90, 1.24)  -0.0807
C (1.92, 0.87, -0.32)  0.1806
C (-0.16, -1.56, -0.97)  -0.0654
C (-0.22, 2.19, -0.27)  -0.1001
C (-1.46, -0.21, 0.67)  -0.0712
C (-0.07, -0.44, 0.07)  -0.5637
C (0.47, 0.87, -0.66)  -0.4413
H (2.37, 0.02, -0.89)  0.0122
H (-2.20, 0.08, -0.08)  0.0866
H (0.78, -1.65, -1.54)  0.0835
H (-1.27, 2.20, -0.59)  0.0728
H (-0.36, -2.53, -0.49)  0.0857
H (0.44, -1.84, 1.65)  0.0875
H (-0.17, 2.40, 0.80)  0.0795
H (0.29, 3.01, -0.79)  0.0739
H (-1.44, 0.57, 1.45)  0.0823
H (0.86, -0.16, 2.05)  0.0912
H (0.30, 0.69, -1.73)  0.1328
H (1.87, -1.11, 0.93)  0.0758
H (-0.96, -1.36, -1.69)  0.0874
H (-1.80, -1.14, 1.15)  0.0905

Output
Relative energy (zero: lowest compared OMol25 entry of this formula, charge and spin): 396.5 kJ/mol
Electronic energy: -7482.1852 eV
Lowest unoccupied orbital energy: -0.06 eV
Orbital gap: 8.4735 eV

No. 8
The following is a DFT calculation (ωB97M-V/def2-TZVPD) of the molecule C3H5ClN2OS.

Last column: Löwdin charge in e.
Atoms and positions in Å:
Cl (-2.48, -0.88, 0.89)  0.1954
S (-1.55, -1.09, -0.99)  0.6790
O (-2.02, -0.02, -1.81)  -0.5228
N (0.30, -0.51, -0.48)  -0.3269
N (0.10, 2.33, 1.44)  0.1652
C (0.86, -1.07, 0.71)  -0.1717
C (0.24, 1.72, 0.48)  -0.2300
C (0.42, 0.91, -0.70)  -0.2619
H (1.93, -1.26, 0.53)  0.0932
H (0.38, -2.03, 0.92)  0.0684
H (1.41, 1.13, -1.14)  0.1367
H (-0.34, 1.20, -1.44)  0.1001
H (0.76, -0.43, 1.59)  0.0752

Output
Relative energy (zero: lowest compared OMol25 entry of this formula, charge and spin): 148.8 kJ/mol
Electronic energy: -31575.6136 eV
Lowest unoccupied orbital energy: -0.22 eV
Orbital gap: 9.6529 eV

No. 9
The following is a DFT calculation (ωB97M-V/def2-TZVPD) of the molecule C4H8N2O2.

Last column: Löwdin charge in e.
Atoms and positions in Å:
O (2.38, 2.29, 1.10)  0.0258
O (-2.90, -1.67, 0.93)  -0.0138
N (-1.48, -0.04, 0.49)  0.0696
N (-2.43, -0.54, 1.07)  -0.2167
C (1.58, 0.29, -0.05)  -0.1802
C (0.53, -0.21, -0.99)  -0.2099
C (-0.74, -0.87, -0.43)  -0.1841
C (1.51, 1.72, 0.45)  -0.2677
H (-2.76, 0.13, 1.68)  0.1382
H (-1.46, -1.22, -1.27)  0.1590
H (-0.45, -1.72, 0.01)  0.0770
H (2.60, 0.31, -0.58)  0.1429
H (0.27, 0.60, -1.54)  0.0713
H (1.85, -0.45, 0.82)  0.1606
H (0.57, 2.23, -0.02)  0.1379
H (0.94, -0.85, -1.68)  0.0900

Output
Relative energy (zero: lowest compared OMol25 entry of this formula, charge and spin): 494.7 kJ/mol
Electronic energy: -11348.9858 eV
Lowest unoccupied orbital energy: 0.75 eV
Orbital gap: 10.6734 eV